No. 1
{"formula": "C4H11N2", "method": "ωB97M-V/def2-TZVPD", "elements": ["C", "C", "N", "C", "C", "N", "H", "H", "H", "H", "H", "H", "H", "H", "H", "H", "H"], "coordinates": [[0.916, -1.679, -1.070], [-0.061, -1.064, -0.422], [-1.268, -0.617, -1.017], [0.125, -0.512, 0.953], [0.729, 0.887, 0.872], [-0.401, 1.845, 0.285], [1.813, -1.988, -0.555], [0.923, -1.801, -2.143], [-1.415, -0.738, -2.010], [-2.152, -0.800, -0.561], [0.858, -1.167, 1.467], [-0.642, -0.495, 1.747], [1.648, 0.860, 0.281], [0.794, 1.353, 1.845], [-0.860, 1.133, -0.358], [0.053, 2.568, -0.272], [-1.062, 2.216, 0.957]], "atomic_forces_ev_per_a": [[0.31, 0.20, -0.09], [-1.10, -0.23, -0.19], [-0.34, 1.16, -0.41], [1.36, -0.60, 1.81], [-1.66, 0.62, 0.92], [1.60, -2.04, -1.62], [0.08, 0.18, 0.07], [-0.33, -0.38, -0.04], [0.46, -0.28, -0.02], [0.31, -0.27, 0.43], [0.06, 0.49, -0.37], [-0.63, -0.18, -1.01], [-0.43, 0.70, -0.06], [1.03, -0.39, 0.36], [-0.48, 0.79, -0.10], [-0.39, 0.24, 0.12], [0.16, 0.01, 0.20]], "mulliken_charge": [-1.041, 0.875, -0.606, -0.967, -0.555, -0.284, 0.294, 0.276, 0.187, 0.239, 0.350, 0.393, 0.383, 0.364, 0.364, 0.366, 0.363], "total_energy_ha": -268.24799, "orbital_gap_ev": 9.55, "charge": 1, "relative_energy_ev": 1.548}



No. 2
{"formula": "C38H32BBrN8O2Pt", "method": "ωB97M-V/def2-TZVPD", "elements": ["Pt", "C", "C", "N", "C", "C", "N", "C", "C", "C", "C", "C", "N", "C", "C", "N", "C", "C", "N", "C", "C", "C", "N", "C", "C", "H", "H", "H", "H", "H", "H", "H", "H", "H", "H", "H", "H", "O", "B", "O", "C", "C", "C", "C", "C", "C", "H", "H", "H", "H", "C", "N", "C", "C", "C", "C", "C", "C", "C", "C", "H", "H", "H", "H", "H", "H", "H", "H", "H", "H", "H", "H", "Br", "C", "C", "C", "C", "N", "C", "H", "H", "H", "H"], "coordinates": [[0.200, -0.205, 0.056], [1.569, 2.500, -3.606], [1.628, 1.543, -2.612], [0.555, 1.219, -1.896], [-0.604, 1.808, -2.182], [-0.624, 2.827, -3.142], [0.443, 3.168, -3.843], [-1.826, 1.326, -1.495], [-3.069, 1.718, -1.910], [-4.247, 1.209, -1.304], [-4.018, 0.265, -0.270], [-2.751, -0.082, 0.112], [-1.656, 0.442, -0.484], [-2.521, -1.076, 1.189], [-3.543, -1.544, 2.018], [-3.347, -2.474, 2.938], [-2.117, -2.961, 3.062], [-1.077, -2.468, 2.294], [-1.282, -1.527, 1.381], [-5.551, 1.599, -1.712], [-6.727, 1.110, -1.051], [-7.973, 1.492, -1.455], [-8.021, 2.335, -2.484], [-7.022, 2.867, -3.186], [-5.764, 2.505, -2.805], [2.432, 2.745, -4.212], [2.556, 1.029, -2.391], [-1.522, 3.397, -3.340], [-3.141, 2.402, -2.737], [-4.850, -0.224, 0.208], [-4.547, -1.146, 1.956], [-1.960, -3.742, 3.795], [-0.067, -2.839, 2.412], [-6.688, 0.434, -0.212], [-8.890, 1.153, -0.993], [-7.239, 3.540, -4.004], [-4.955, 2.932, -3.376], [0.904, -2.246, -2.163], [-0.093, -1.754, -1.320], [-1.290, -2.426, -1.539], [-1.022, -3.357, -2.531], [-1.872, -4.277, -3.098], [-1.328, -5.100, -4.082], [0.006, -4.991, -4.462], [0.855, -4.054, -3.876], [0.301, -3.251, -2.909], [-2.907, -4.356, -2.791], [-1.956, -5.839, -4.560], [0.394, -5.648, -5.229], [1.894, -3.966, -4.167], [3.959, 1.474, 2.283], [3.656, 2.633, 1.481], [4.185, 3.901, 1.916], [2.525, 2.577, 0.574], [1.224, 2.630, 1.379], [0.984, 3.817, 2.085], [-0.122, 3.937, 2.899], [-0.985, 2.854, 3.013], [-0.753, 1.701, 2.275], [0.350, 1.540, 1.413], [4.886, 1.625, 2.829], [4.042, 0.598, 1.641], [3.136, 1.315, 2.988], [5.254, 3.800, 2.105], [3.703, 4.185, 2.859], [4.007, 4.667, 1.167], [2.568, 1.637, 0.030], [2.606, 3.414, -0.119], [1.656, 4.663, 1.985], [-0.305, 4.856, 3.438], [-1.850, 2.917, 3.661], [-1.474, 0.898, 2.387], [5.361, -2.352, -1.342], [4.109, -1.995, 0.007], [4.311, -2.413, 1.310], [3.343, -2.097, 2.252], [2.220, -1.395, 1.864], [2.019, -1.016, 0.593], [2.952, -1.311, -0.323], [5.201, -2.966, 1.580], [3.460, -2.394, 3.285], [1.464, -1.091, 2.575], [2.746, -1.030, -1.345]], "atomic_forces_ev_per_a": [[-0.04, -0.03, -0.23], [-0.11, 0.05, 0.00], [0.15, -0.05, 0.06], [-0.02, -0.18, 0.11], [0.01, 0.11, -0.07], [0.02, 0.05, -0.05], [-0.03, 0.01, 0.00], [0.01, 0.07, -0.01], [-0.09, -0.02, -0.01], [0.08, -0.03, 0.05], [-0.04, 0.05, -0.05], [-0.07, -0.02, 0.06], [0.06, 0.00, -0.02], [-0.10, -0.05, 0.07], [-0.03, -0.08, 0.03], [-0.03, 0.02, -0.01], [-0.09, 0.05, -0.03], [0.15, -0.06, 0.00], [0.10, 0.25, -0.04], [-0.07, 0.02, -0.04], [0.20, 0.07, -0.12], [-0.18, 0.06, -0.07], [0.11, -0.04, 0.03], [-0.20, 0.05, -0.04], [0.05, -0.16, 0.21], [0.01, -0.01, 0.03], [-0.03, -0.01, 0.02], [0.00, -0.02, 0.00], [0.00, 0.01, 0.00], [0.00, 0.01, 0.01], [0.00, -0.01, -0.02], [0.03, 0.01, 0.00], [-0.02, 0.00, -0.01], [0.04, 0.00, 0.01], [-0.03, 0.05, -0.05], [-0.07, -0.02, 0.02], [0.04, -0.01, 0.01], [-0.08, -0.04, -0.02], [0.09, 0.02, 0.04], [0.05, 0.03, 0.00], [-0.03, 0.05, 0.06], [-0.05, -0.03, -0.01], [-0.01, 0.02, 0.01], [0.01, 0.01, 0.01], [0.03, -0.05, -0.06], [0.06, 0.06, 0.03], [0.02, 0.00, -0.02], [0.01, 0.01, 0.01], [0.00, 0.01, 0.01], [-0.02, 0.01, 0.01], [0.15, -0.09, -0.08], [-0.36, 0.09, 0.35], [0.25, 0.06, -0.17], [0.03, 0.07, -0.29], [-0.03, 0.12, 0.17], [0.10, -0.07, -0.05], [-0.05, 0.04, 0.06], [-0.02, -0.12, -0.06], [0.08, 0.26, 0.04], [-0.22, -0.36, 0.12], [-0.02, 0.04, 0.00], [-0.03, 0.00, -0.04], [-0.04, 0.00, 0.00], [-0.01, -0.03, 0.00], [0.00, -0.03, 0.01], [-0.04, -0.01, 0.01], [0.03, -0.09, 0.00], [0.05, 0.01, 0.01], [-0.06, -0.01, -0.02], [-0.02, -0.01, -0.01], [0.03, 0.00, 0.01], [0.04, 0.02, -0.05], [0.00, 0.00, 0.01], [0.08, 0.02, -0.06], [0.01, 0.00, 0.05], [0.03, -0.05, 0.02], [0.04, 0.09, 0.08], [0.23, -0.24, -0.04], [-0.05, 0.04, 0.02], [-0.01, 0.00, 0.00], [-0.01, 0.00, 0.00], [-0.05, -0.01, -0.01], [-0.03, -0.02, 0.01]], "lowdin_spin": [0.674, 0.009, 0.008, 0.114, 0.006, 0.006, -0.003, 0.032, 0.056, 0.098, 0.063, 0.033, 0.174, 0.007, 0.006, -0.004, 0.009, 0.008, 0.125, 0.126, 0.103, 0.140, 0.854, 0.141, 0.103, 0.001, 0.001, 0.001, 0.004, 0.005, 0.001, 0.001, 0.001, 0.010, 0.017, 0.017, 0.010, 0.004, 0.020, 0.002, 0.001, 0.000, 0.000, 0.000, 0.000, 0.001, 0.000, 0.000, 0.000, 0.000, 0.057, 0.610, 0.067, 0.053, 0.054, 0.009, 0.001, 0.009, 0.004, 0.023, 0.002, 0.012, 0.030, 0.015, 0.035, 0.002, 0.010, 0.002, 0.001, 0.000, 0.001, 0.000, 0.001, 0.002, -0.001, 0.001, 0.002, 0.008, 0.005, 0.000, 0.000, 0.001, 0.002], "total_energy_ha": -4773.39138, "spin_multiplicity": 5, "orbital_gap_ev": [5.56, 4.71], "charge": 2, "relative_energy_ev": 0.000}



No. 3
{"formula": "C44H59AsO2P3S2SeY", "method": "ωB97M-V/def2-TZVPD", "elements": ["Y", "S", "C", "C", "C", "C", "C", "C", "As", "C", "C", "C", "C", "C", "C", "C", "C", "C", "C", "C", "C", "H", "H", "H", "H", "H", "H", "H", "H", "H", "H", "H", "H", "H", "H", "C", "P", "C", "C", "C", "P", "C", "C", "H", "H", "H", "H", "H", "H", "H", "H", "H", "H", "H", "H", "H", "H", "H", "H", "C", "C", "C", "C", "C", "H", "H", "H", "H", "H", "H", "H", "H", "H", "H", "Se", "C", "P", "C", "C", "O", "H", "H", "H", "H", "H", "H", "H", "H", "H", "O", "S", "C", "C", "C", "C", "C", "C", "C", "C", "C", "C", "C", "C", "H", "H", "H", "H", "H", "H", "H", "H", "H", "H"], "coordinates": [[0.416, 0.033, 0.744], [1.922, 0.625, -1.587], [2.465, 2.245, -1.885], [3.529, 2.451, -2.786], [3.998, 3.717, -3.071], [3.425, 4.828, -2.461], [2.385, 4.642, -1.566], [1.895, 3.373, -1.264], [0.362, 3.127, -0.056], [0.858, 4.652, 1.100], [0.409, 5.961, 0.947], [0.936, 6.986, 1.724], [1.917, 6.716, 2.667], [2.352, 5.409, 2.841], [1.823, 4.386, 2.069], [-0.925, 4.114, -1.187], [-2.103, 4.597, -0.616], [-3.064, 5.234, -1.384], [-2.874, 5.380, -2.752], [-1.718, 4.887, -3.337], [-0.751, 4.263, -2.559], [3.966, 1.578, -3.257], [4.818, 3.841, -3.771], [3.784, 5.826, -2.684], [1.941, 5.509, -1.094], [-0.344, 6.199, 0.207], [0.580, 8.001, 1.586], [2.337, 7.518, 3.262], [3.100, 5.177, 3.590], [2.133, 3.358, 2.244], [-2.267, 4.469, 0.449], [-3.967, 5.614, -0.921], [-3.625, 5.872, -3.359], [-1.566, 4.986, -4.405], [0.147, 3.884, -3.030], [-1.263, 0.638, -2.642], [-1.623, -0.353, -1.130], [-3.121, -1.316, -1.683], [-2.936, 1.109, -0.481], [-3.413, 0.666, 0.905], [-2.001, 0.643, 2.092], [-2.065, 2.329, 2.824], [-2.754, -0.287, 3.474], [-2.113, 0.621, -3.331], [-0.364, 0.287, -3.134], [-1.104, 1.663, -2.323], [-3.798, -0.635, -2.200], [-3.650, -1.768, -0.843], [-2.807, -2.108, -2.358], [-3.798, 1.360, -1.119], [-2.362, 2.034, -0.365], [-3.794, -0.363, 0.869], [-4.210, 1.298, 1.323], [-3.066, 2.568, 3.197], [-1.751, 3.071, 2.090], [-1.337, 2.344, 3.636], [-3.703, 0.176, 3.756], [-2.070, -0.285, 4.324], [-2.920, -1.313, 3.158], [-0.984, -4.158, -2.748], [-0.066, -2.921, -2.642], [-0.208, -2.132, -3.955], [1.391, -3.413, -2.587], [-0.363, -2.013, -1.420], [-1.088, -4.470, -3.792], [-1.984, -3.964, -2.356], [-0.563, -4.994, -2.198], [0.000, -2.789, -4.809], [0.506, -1.308, -3.984], [-1.215, -1.725, -4.067], [1.624, -4.036, -3.461], [1.569, -4.002, -1.686], [2.072, -2.557, -2.583], [0.607, -1.621, -1.072], [1.445, 1.014, 2.920], [4.893, -1.864, -0.085], [3.816, -0.941, 1.055], [4.392, 0.770, 0.934], [4.201, -1.460, 2.742], [2.401, -1.257, 0.695], [5.949, -1.781, 0.172], [4.707, -1.456, -1.080], [4.580, -2.909, -0.076], [5.487, 0.785, 0.940], [3.994, 1.314, 1.790], [4.015, 1.209, 0.013], [5.251, -1.312, 2.997], [3.918, -2.508, 2.858], [3.558, -0.840, 3.375], [-0.593, -1.907, 1.168], [-1.172, -2.900, 0.164], [-2.246, -3.893, 1.789], [-3.434, -4.445, 1.313], [-4.450, -4.871, 2.158], [-4.314, -4.705, 3.533], [-3.154, -4.131, 4.035], [-2.133, -3.743, 3.170], [-0.109, -4.364, 0.366], [-0.506, -5.668, 0.078], [0.339, -6.731, 0.338], [1.596, -6.516, 0.897], [1.988, -5.220, 1.194], [1.144, -4.151, 0.924], [-3.575, -4.524, 0.231], [-5.357, -5.313, 1.754], [-5.112, -5.008, 4.202], [-3.054, -3.971, 5.106], [-1.224, -3.307, 3.579], [-1.490, -5.859, -0.329], [0.016, -7.741, 0.112], [2.256, -7.352, 1.098], [2.958, -5.036, 1.642], [1.450, -3.138, 1.149]], "atomic_forces_ev_per_a": [[0.68, -0.54, 0.17], [0.18, -0.06, -0.36], [-0.20, 0.09, 0.15], [-0.01, 0.05, 0.01], [0.01, -0.04, -0.01], [0.01, 0.08, -0.03], [-0.03, 0.01, 0.06], [0.21, -0.11, -0.13], [0.24, 0.69, -0.34], [-0.02, -0.06, 0.18], [-0.05, -0.08, -0.08], [-0.01, 0.08, 0.04], [0.02, -0.01, 0.01], [-0.04, 0.08, 0.00], [0.04, -0.03, 0.04], [-0.13, -0.02, -0.01], [0.09, -0.07, 0.06], [-0.05, 0.06, -0.01], [0.03, 0.02, -0.04], [-0.05, 0.04, -0.01], [0.09, -0.03, 0.02], [0.01, 0.01, -0.01], [-0.01, 0.00, 0.00], [0.00, 0.00, 0.03], [-0.01, 0.03, 0.03], [0.01, 0.01, -0.02], [-0.01, -0.01, -0.02], [-0.02, 0.00, 0.01], [0.00, -0.02, 0.00], [0.00, 0.01, -0.02], [-0.05, 0.03, -0.02], [0.01, -0.04, 0.03], [-0.01, -0.01, 0.01], [0.01, -0.01, 0.00], [-0.01, -0.01, 0.00], [0.03, -0.15, 0.01], [-1.17, 1.05, -0.78], [0.12, -0.15, 0.20], [-0.07, -0.05, 0.06], [-0.02, 0.07, -0.01], [-0.56, 0.49, 0.07], [-0.04, -0.11, -0.04], [0.25, 0.01, -0.04], [0.00, -0.04, 0.00], [-0.02, 0.08, -0.07], [-0.02, 0.10, -0.02], [0.05, 0.02, 0.01], [-0.03, -0.02, -0.03], [-0.07, -0.06, -0.04], [0.05, -0.05, -0.05], [0.04, 0.00, -0.07], [-0.04, 0.02, 0.04], [-0.05, -0.09, 0.01], [0.00, 0.03, -0.04], [-0.02, 0.03, 0.03], [0.04, 0.05, -0.02], [-0.01, -0.01, 0.02], [-0.02, -0.02, 0.00], [-0.02, -0.08, 0.03], [0.00, 0.13, 0.03], [0.08, 0.04, -0.16], [0.04, -0.01, 0.06], [-0.05, -0.05, -0.05], [-0.05, -0.45, 0.82], [0.03, 0.01, 0.00], [-0.03, -0.04, -0.02], [-0.04, -0.05, -0.02], [-0.01, 0.00, 0.00], [-0.03, 0.02, 0.00], [0.01, 0.01, -0.02], [0.01, 0.00, 0.01], [0.03, 0.01, -0.03], [0.01, 0.00, 0.02], [0.11, -0.23, -0.22], [0.23, 0.42, 0.88], [-0.23, 0.06, 0.19], [0.57, 0.21, 0.12], [0.08, -0.23, 0.13], [-0.10, 0.00, -0.21], [-0.29, -0.24, -0.10], [0.00, 0.03, 0.00], [0.03, -0.01, -0.01], [0.04, -0.01, -0.01], [-0.02, -0.07, -0.02], [-0.08, 0.03, -0.04], [0.00, 0.02, -0.03], [0.01, -0.01, -0.06], [0.04, 0.00, 0.03], [-0.02, -0.02, 0.01], [0.16, -0.02, 0.60], [0.41, -1.29, -1.35], [-0.29, 0.35, 0.32], [0.13, 0.01, 0.03], [-0.05, -0.05, 0.03], [-0.09, -0.04, -0.02], [0.11, 0.00, 0.05], [0.04, -0.20, 0.05], [0.18, 0.14, 0.06], [-0.16, 0.11, 0.00], [0.07, -0.05, -0.02], [0.03, 0.03, -0.01], [0.00, -0.12, -0.04], [-0.09, 0.15, 0.01], [-0.02, 0.01, -0.02], [-0.02, 0.02, 0.00], [0.00, 0.00, 0.00], [0.02, -0.02, 0.00], [-0.03, 0.08, 0.01], [-0.04, 0.04, 0.01], [-0.03, 0.02, -0.01], [-0.01, 0.00, 0.02], [0.01, 0.02, -0.02], [-0.01, -0.03, 0.02]], "mulliken_charge": [-0.770, 0.138, 0.299, -0.907, -0.576, -0.918, -0.160, -0.861, 1.676, 0.446, -0.101, -0.701, -0.499, -0.701, -0.231, 0.180, -0.088, -0.778, -0.675, -0.620, -0.547, 0.474, 0.323, 0.381, 0.420, 0.317, 0.387, 0.325, 0.424, -0.499, 0.327, 0.401, 0.340, 0.376, 0.392, -0.915, 3.706, -1.632, -1.278, -1.373, 2.229, -1.277, -1.182, 0.409, 0.024, -0.150, 0.615, 0.022, 0.386, 0.666, -0.180, 0.183, 0.705, 0.391, 0.209, 0.329, 0.458, 0.312, 0.072, -1.792, 2.705, -2.057, -1.622, -1.148, 0.591, 0.034, 0.415, 0.598, 0.160, 0.304, 0.537, 0.136, 0.203, -0.340, -1.163, -1.265, 1.217, -0.802, -1.041, -0.223, 0.443, 0.224, 0.285, 0.526, 0.187, -0.096, 0.456, 0.228, 0.160, -0.735, 1.423, 0.620, -0.219, -0.766, -0.488, -0.355, -0.926, 0.721, -0.469, -0.798, -0.701, -0.459, -0.584, 0.166, 0.353, 0.341, 0.379, 0.340, 0.442, 0.366, 0.358, 0.385, 0.017], "total_energy_ha": -8358.53490, "orbital_gap_ev": 4.77, "charge": -2, "relative_energy_ev": 1.143}



No. 4
{"formula": "C4H4N2", "method": "ωB97M-V/def2-TZVPD", "elements": ["C", "C", "C", "N", "C", "N", "H", "H", "H", "H"], "coordinates": [[2.185, -0.309, 0.166], [1.013, -0.039, 0.192], [-0.435, 0.249, 0.291], [-1.327, -0.863, -0.018], [-0.767, 1.422, -0.548], [-0.994, 2.356, -1.188], [3.228, -0.539, 0.148], [-0.646, 0.553, 1.324], [-1.165, -1.193, -0.964], [-1.093, -1.636, 0.597]], "atomic_forces_ev_per_a": [[-0.52, 0.11, 0.01], [0.56, -0.15, 0.06], [0.04, 0.14, 0.09], [0.12, -0.12, -0.03], [-0.17, 0.84, -0.59], [0.18, -0.94, 0.61], [-0.19, 0.04, -0.03], [0.06, -0.03, -0.11], [0.00, 0.08, -0.02], [-0.08, 0.04, 0.00]], "mulliken_charge": [0.132, -0.687, 0.321, -0.612, 0.070, -0.384, 0.415, 0.204, 0.289, 0.252], "total_energy_ha": -264.24163, "orbital_gap_ev": 11.15, "relative_energy_ev": 2.308}



> Which formula does entry 3 have?

C44H59AsO2P3S2SeY